# 1
ORCA calculation (ωB97M-V with the def2-TZVPD basis set) on a cluster of 2 separate species, C20H18N6O7S in total.

Kohn-Sham gap   3.829 eV

Geometry (Å):
C: 3.62205 -2.21403 1.52923
C: -1.81526 5.45554 -2.98955
O: -3.43339 7.05385 -3.82820
N: 1.04130 4.69582 -0.56134
C: 5.10338 -2.13552 1.59493
H: 0.63075 0.79868 -0.07101
H: 4.40041 -4.75149 1.15632
H: -2.08525 -0.92280 3.39573
H: -1.16828 0.71849 0.08850
C: -0.88485 5.63815 -1.95252
C: 0.05546 4.56756 -1.61899
N: -2.67580 3.87684 -4.77453
C: -1.87219 4.24345 -3.72974
H: -0.90855 -2.66633 -0.35429
C: -2.34144 -1.57243 2.55476
H: 0.12284 -4.48634 0.81995
H: 5.42635 -1.58441 2.48904
H: 3.33753 -5.21996 2.47899
O: -0.07059 0.21635 1.80926
N: -1.20431 2.18731 -4.27349
N: -0.99870 6.88772 -1.41376
H: 2.79927 -5.40470 0.78820
S: 2.67276 -0.77934 1.53948
C: -0.22674 0.98772 0.58972
H: -0.23625 2.03655 0.89350
H: 0.67899 2.53261 -2.17814
O: -2.26093 2.60848 -5.10638
C: 0.00585 3.36665 -2.35799
C: 3.35300 -4.75233 1.48014
C: 2.86100 -3.34323 1.49092
H: -4.30217 -2.08685 3.25664
C: -0.06402 -1.14944 1.66930
C: -2.91214 -3.20699 0.33752
C: 0.52922 -4.13066 1.77733
H: -0.29101 -3.79536 2.42046
C: -0.94175 3.23697 -3.38257
H: 5.54756 -3.13437 1.63255
N: -2.53539 6.63405 -3.11831
C: 1.19817 -1.73426 1.56305
C: -1.67471 -2.56649 0.42094
O: -0.70508 1.08326 -4.42392
O: -2.00148 7.48110 -2.12117
H: 5.50516 -1.61194 0.71761
H: -4.81801 -3.54914 1.29407
H: 1.01559 -4.97698 2.27142
N: 1.51418 -3.07449 1.59355
H: -3.12485 -3.84098 -0.52678
O: 1.01598 5.65797 0.22981
C: -1.36847 -1.79445 1.55975
C: -3.56705 -2.22320 2.46136
C: -3.85347 -3.04323 1.36054
O: 1.90529 3.78661 -0.48190

Mulliken atomic charge list, values in e, 6 entries:
1. C 1.141
2. C 0.293
3. O -0.652
4. N 0.907
5. C -1.373
6. H 0.226

=====

# 2
ORCA calculation (ωB97M-V with the def2-TZVPD basis set) on a cluster of 6 separate species, C44H51N6O14PS in total.

Total charge   -2
Kohn-Sham gap   2.775 eV

Geometry (Å):
H: 2.17080 4.57489 7.61782
C: 1.33834 2.72379 -1.56591
H: 0.94432 -0.55447 -2.35990
C: -4.56935 0.03958 -5.58030
S: -0.95711 -1.25599 -3.63358
C: -2.12970 -2.11938 -0.60170
H: -6.09938 -2.22425 -0.86248
O: -2.02886 2.76134 3.75842
C: 9.57563 1.73654 0.09664
C: -5.73794 0.73695 -5.30120
O: -8.29031 2.57171 -6.97266
O: 8.25253 -1.38792 3.34695
H: -6.56993 1.66088 -8.47364
N: 8.25601 -1.07886 2.16699
H: -1.40369 -0.37916 0.82908
H: -1.12252 2.53130 1.01462
C: 0.48326 0.66021 -0.14992
H: -4.49336 0.42743 -8.95152
C: 6.23382 -2.00058 -2.49180
H: -8.58260 1.37047 -2.95778
H: -3.20651 -0.60507 -7.10664
H: -7.28881 3.09795 -1.09569
C: 8.93949 0.55602 0.45477
H: -1.65001 4.11736 5.74952
P: -0.80290 -0.74080 -0.46199
O: -1.94698 -0.16535 -3.71300
C: 0.19731 4.43498 6.78301
H: 3.19783 3.12880 5.89533
C: 4.93144 -0.45639 -0.57570
C: 9.59475 0.90815 2.75501
H: 2.31469 2.37893 -1.12201
N: -3.71864 -4.87571 3.55764
H: 10.70912 3.42613 0.78106
H: -1.86521 -3.45847 2.19363
H: -5.77225 1.50790 0.54214
C: 5.22950 -1.78557 -0.31096
H: -6.63316 -1.77515 0.83194
O: -7.98413 2.16939 -4.87129
H: 0.48387 3.34915 1.04988
C: -4.49151 -1.29984 0.30223
C: 2.13602 3.34188 5.86021
H: 6.12183 -3.59009 -1.05191
H: -2.51089 -5.70843 5.81470
C: -6.02505 -1.44259 -0.06189
O: 1.26915 -1.64596 1.26064
H: 9.56799 2.06281 -0.93646
O: -4.42388 -5.52198 4.32449
H: -0.25009 5.07174 7.53745
O: -1.56146 -2.58398 -3.91278
O: 0.24614 -3.37820 0.27432
C: -7.21347 1.98618 -1.14050
H: 0.47105 -3.06374 2.85422
O: -0.29323 1.74601 2.97523
H: -0.17474 -5.30507 6.46726
C: 0.36212 -2.02020 0.45175
H: 9.60767 0.59471 3.79105
H: -0.84779 3.98430 -0.05631
H: 0.54287 -2.27987 -2.07017
H: -4.19865 -2.01154 1.11647
C: -4.84597 0.51504 -7.93019
H: -1.86862 -2.95119 -1.30374
H: 6.74212 -2.60528 -3.23404
C: -1.50459 -3.86800 3.12911
N: -0.83837 2.48047 3.76801
C: -2.33258 -4.61536 3.95929
H: -4.27813 -0.26495 0.68732
C: -0.00618 3.07460 4.82101
C: 5.29259 0.09116 -1.80123
C: -6.44953 1.32190 -6.34450
H: 0.50248 0.81904 0.96582
C: -4.12313 -0.06696 -6.89184
C: -0.35971 3.05376 0.36859
C: -6.42374 1.12500 -0.26948
C: 0.07758 -1.24856 -2.12805
H: 8.44084 -0.03338 -0.30555
C: 0.28742 -4.16272 4.70331
C: 1.55805 4.15624 6.82645
O: 4.46286 2.14289 -1.19265
H: 10.73554 2.68403 3.13917
H: -4.07993 -2.41265 -1.56520
H: 1.25416 3.85049 -1.47616
H: 1.81105 2.15988 4.10418
C: -3.57050 -1.58686 -0.97335
N: 4.99705 1.50107 -2.07476
H: -3.57810 -0.68298 -1.63859
C: 0.10429 2.05720 -0.79020
H: -1.72432 0.16925 -1.10133
C: -7.91772 1.08421 -2.12420
N: -6.60732 -0.20637 -0.61835
C: 10.23137 2.08610 2.38926
H: 1.53456 0.38659 -0.43802
C: -0.59100 3.89485 5.77541
H: -0.07284 -1.04634 -4.70034
C: 5.93666 -0.67287 -2.76579
H: -4.00336 -0.41741 -4.77471
O: -4.09312 -4.44075 2.48614
C: 1.35258 2.79639 4.85152
O: 5.30486 1.94864 -3.17053
H: 6.21315 -0.25098 -3.72366
C: -0.55159 -4.90339 5.53269
H: -2.21768 -2.57114 0.42973
C: 5.88321 -2.55409 -1.26505
C: 10.21781 2.50127 1.06279
O: 7.72056 -1.71707 1.28158
N: -7.66942 2.07758 -6.04195
C: -7.49004 -0.24603 -1.68592
H: -6.07699 0.81817 -4.27390
C: -0.18427 -3.64276 3.50357
C: 8.94989 0.15490 1.78397
H: 1.31852 -3.99156 4.99454
C: -1.86638 -5.13142 5.16358
H: 4.95520 -2.22179 0.64119
H: -7.83104 -1.20134 -2.15759
C: -6.01565 1.21153 -7.65940
H: 1.26938 2.44283 -2.65846
H: 4.42350 0.13484 0.17625
H: -0.73897 2.03136 -1.53047

Mulliken atomic charge list, values in e, 6 entries:
1. H 0.355
2. C -1.269
3. H 0.279
4. C -0.379
5. S 1.040
6. C 1.158

=====

In eV, the LUMO values for the records above are, in order, -2.503 2.040.
In eV/Å, the F_max values for the records above are, in order, 3.160 5.192.
In hartree, the HOMO energy values for the records above are, in order, -0.2327 -0.0270.